No. 1
Formula: C52H38Cl4EuN3O3P2S
Source: the OMol25 dataset
Level of theory: ωB97M-V/def2-TZVPD

Geometry as XYZ:
```
104
Properties=species:S:1:pos:R:3:forces:R:3:mulliken_spin:R:1
Eu 0.722 1.151 -0.010 -0.2 -0.1 -1.5 4.3157
O 1.864 -1.329 -3.014 -0.2 0.0 0.1 -0.0005
S 0.883 -1.248 -1.899 0.3 0.0 0.0 -0.0031
C 0.992 -2.767 -0.973 0.0 0.0 -0.2 -0.0348
C 0.618 -3.951 -1.599 0.1 0.0 0.0 0.0037
C 0.796 -5.148 -0.932 0.0 -0.1 0.0 -0.0002
C 1.350 -5.156 0.346 0.0 0.0 0.0 0.0046
C 1.736 -3.971 0.950 0.0 -0.1 0.0 0.0058
C 1.563 -2.750 0.297 -0.1 0.1 0.1 0.0178
P 2.160 -1.193 1.069 -0.1 -0.6 0.9 0.1760
C 1.505 -1.254 2.770 -1.0 -1.9 -3.7 0.1812
C 0.276 -1.843 3.043 -1.1 -0.3 1.0 0.0277
C -0.293 -1.734 4.307 -1.2 -1.8 -3.6 0.3508
C 0.361 -1.027 5.305 2.0 2.0 2.7 0.4332
C 1.588 -0.433 5.038 -0.2 0.0 0.2 -0.0701
C 2.154 -0.542 3.778 1.7 2.2 2.8 0.5057
C 3.934 -1.576 1.231 0.1 0.1 -0.1 -0.0002
C 4.477 -2.197 2.354 0.1 0.0 0.1 0.0564
C 5.816 -2.560 2.367 0.0 0.0 0.1 0.0155
C 6.620 -2.317 1.261 0.0 0.0 0.0 0.0015
C 6.083 -1.712 0.134 -0.1 0.0 0.0 0.0064
C 4.746 -1.342 0.121 0.0 0.0 -0.1 -0.0148
C -0.757 -1.374 -2.599 0.0 0.1 0.0 -0.0033
C -0.863 -1.774 -3.920 -0.1 0.0 -0.1 0.0002
C -2.123 -1.825 -4.499 -0.1 0.0 0.0 0.0008
C -3.246 -1.478 -3.756 0.0 0.0 0.0 0.0002
C -3.122 -1.078 -2.432 0.0 0.0 0.0 0.0004
C -1.864 -0.995 -1.837 0.0 -0.1 0.1 0.0001
P -1.597 -0.656 -0.050 -0.8 -0.6 -0.1 -0.0067
C -2.631 0.754 0.452 0.0 -0.2 0.0 -0.0032
C -3.487 1.494 -0.355 0.0 0.0 0.0 0.0083
C -4.327 2.441 0.218 0.0 0.0 0.0 0.0000
C -4.318 2.646 1.592 0.0 0.0 0.0 0.0020
C -3.444 1.927 2.400 0.0 0.0 0.0 -0.0055
C -2.595 0.991 1.830 0.0 0.1 0.0 -0.0150
C -2.558 -2.063 0.655 0.1 0.0 -0.1 -0.0087
C -3.882 -1.894 1.056 0.0 0.0 0.1 0.0037
C -4.631 -2.990 1.464 0.0 0.0 0.0 -0.0027
C -4.071 -4.260 1.476 0.0 0.0 0.0 0.0004
C -2.753 -4.434 1.078 0.0 0.1 0.0 0.0010
C -2.001 -3.342 0.668 0.0 0.0 0.0 0.0078
H 0.188 -3.936 -2.593 0.0 0.0 0.0 -0.0004
H 0.506 -6.077 -1.408 0.0 0.0 0.0 0.0001
H 1.491 -6.095 0.868 0.0 0.1 0.0 0.0003
H 2.180 -3.991 1.940 0.0 0.0 -0.1 -0.0165
H -0.237 -2.409 2.283 -0.1 -0.1 -0.1 -0.0221
H -1.243 -2.215 4.510 0.1 0.0 -0.1 0.0022
H -0.082 -0.936 6.290 0.1 0.0 -0.1 0.0115
H 2.100 0.127 5.810 0.0 0.0 -0.1 0.0085
H 3.107 -0.061 3.581 -0.1 -0.1 0.1 -0.0059
H 3.865 -2.400 3.223 0.0 -0.1 0.0 -0.0072
H 6.231 -3.040 3.244 0.0 0.0 0.0 0.0016
H 7.663 -2.609 1.276 0.0 0.0 0.0 0.0001
H 6.702 -1.535 -0.736 0.0 0.0 0.0 0.0003
H 4.320 -0.908 -0.775 0.0 0.0 0.0 0.0009
H 0.033 -2.028 -4.477 0.0 0.0 0.0 0.0000
H -2.231 -2.149 -5.528 0.0 0.0 0.1 0.0000
H -4.229 -1.529 -4.208 0.0 0.0 0.0 0.0001
H -4.012 -0.856 -1.855 0.0 0.0 0.0 0.0003
H -3.499 1.348 -1.428 0.0 0.0 0.0 -0.0005
H -4.999 3.012 -0.411 0.0 0.0 0.0 -0.0002
H -4.996 3.368 2.034 0.1 0.0 0.0 0.0001
H -3.424 2.094 3.469 0.0 0.0 0.0 0.0006
H -1.911 0.430 2.463 0.0 0.0 0.0 0.0327
H -4.339 -0.913 1.065 0.0 0.0 0.0 0.0013
H -5.656 -2.847 1.780 0.0 0.0 0.0 -0.0001
H -4.663 -5.112 1.791 0.0 0.1 0.0 0.0000
H -2.305 -5.420 1.088 0.0 0.0 0.0 -0.0002
H -0.978 -3.499 0.353 -0.1 0.0 0.1 -0.0035
C -0.128 1.913 -4.739 0.0 0.0 -0.1 -0.0012
C 0.361 1.512 -3.495 0.0 0.0 0.1 0.0013
N -0.037 2.033 -2.342 0.1 0.2 -0.1 0.0059
C -0.916 3.074 -2.391 0.1 -0.2 0.0 -0.0147
C -1.441 3.554 -3.595 -0.1 0.1 -0.1 -0.0011
C -1.043 2.925 -4.787 -0.1 0.1 -0.1 0.0013
C -2.326 4.687 -3.601 0.1 -0.1 -0.1 -0.0001
C -2.633 5.321 -2.455 0.0 0.1 0.1 -0.0005
C -2.105 4.858 -1.202 -0.1 0.2 0.0 0.0007
C -2.393 5.509 0.013 -0.1 0.1 -0.1 0.0008
C -1.872 5.021 1.176 0.0 0.0 0.1 -0.0006
C -1.076 3.873 1.123 0.0 -0.1 0.0 0.0094
N -0.782 3.244 0.001 0.0 0.0 0.0 -0.0031
C -1.279 3.733 -1.162 0.0 0.0 0.1 0.0085
H 0.234 1.423 -5.633 0.0 0.0 0.0 -0.0002
H 1.121 0.742 -3.461 0.0 -0.1 0.0 0.0028
H -1.449 3.270 -5.731 0.0 0.0 0.0 0.0001
H -2.713 5.036 -4.552 0.0 0.0 0.1 0.0000
H -3.275 6.195 -2.456 0.0 -0.1 0.0 0.0000
H -3.031 6.387 0.009 0.1 0.0 0.0 -0.0001
H -2.066 5.489 2.132 0.0 0.0 -0.1 0.0003
H -0.681 3.449 2.037 0.0 0.0 0.0 -0.0007
Cl 2.365 3.441 0.369 0.5 0.5 0.3 0.0016
C 2.747 3.146 2.115 0.1 0.1 -0.1 0.0320
C 1.596 2.435 2.802 -0.4 -0.3 -0.5 -0.0190
O 1.387 2.660 3.960 -0.2 -0.1 0.3 0.0087
O 0.920 1.613 2.017 0.4 0.7 1.8 0.0097
H 2.931 4.105 2.581 0.0 0.1 0.0 0.0024
H 3.647 2.534 2.151 0.0 0.0 -0.1 -0.0084
Cl 6.325 1.779 -1.192 0.2 0.0 0.2 0.0015
C 5.146 1.729 -2.491 -0.4 0.1 0.2 0.0038
Cl 4.972 3.314 -3.241 0.0 0.1 0.0 0.0013
Cl 5.557 0.512 -3.668 0.1 -0.3 -0.3 0.0004
C 3.840 1.378 -1.892 0.5 0.1 -0.4 0.0370
N 2.833 1.099 -1.436 -0.3 0.0 0.1 -0.0418
```
Forces are in eV/Å.

## Properties
LUMO level (spin up / spin down) ... -0.20001 / -0.29072 Eh
Spin multiplicity ... 7
Net charge ... +2
HOMO-LUMO gap (spin up / spin down) ... 3.70 / 5.40 eV
⟨S²⟩ ... 12.0484

---

No. 2
Formula: CH3FO3
Source: the OMol25 dataset
Level of theory: ωB97M-V/def2-TZVPD

Geometry as XYZ:
```
8
Properties=species:S:1:pos:R:3:forces:R:3:nbo_charge:R:1
O 0.127 0.802 1.043 0.1 -0.6 1.5 -0.6804
C -0.189 0.086 -0.016 -0.5 -3.8 -2.4 1.0212
O 0.462 -1.253 -0.010 -0.4 3.3 4.0 -0.7829
O 0.095 0.739 -1.143 1.3 1.5 -0.2 -0.6829
F -1.553 -0.196 0.010 0.5 0.2 -0.1 -0.3628
H -0.292 0.268 1.735 0.4 0.5 0.7 0.5018
H 0.505 -1.769 -0.768 -0.5 -0.6 -2.6 0.4910
H 0.845 1.323 -0.852 -0.9 -0.5 -0.9 0.4950
```
Forces are in eV/Å.

## Properties
LUMO level ... 0.02181 Eh
ΔE to the lowest compared entry with this formula, charge and spin ... 21.0 kcal/mol
SMILES string ... OC(O)(O)F
HOMO-LUMO gap ... 12.04 eV